148
Properties=species:S:1:pos:R:3:forces:R:3 method="wB97M-V/def2-TZVPD" gap_ev=4.75 spin_multiplicity=1 total_charge=-1 homo_ha=-0.11495
O -7.319344 -4.141521 0.184423 -0.154 0.062 0.120
S -4.003116 -1.954971 0.275419 0.446 -0.263 -1.375
H -8.816866 -2.848219 2.559126 -0.096 0.138 -0.032
H 4.834384 0.826730 8.875967 0.134 -0.043 0.006
H 0.206418 2.174817 -4.541661 0.665 0.472 0.683
N 2.933720 1.426961 6.290765 -0.323 -0.209 -0.230
O 6.075201 2.161103 1.623128 0.589 0.034 0.308
H 3.346003 2.625240 -4.172171 -0.958 -0.342 0.183
N -2.557160 1.610984 4.486584 -0.281 -0.230 -0.258
C 1.571762 4.832471 -5.937052 0.113 -2.156 -0.643
H 6.924545 4.857752 0.383750 0.158 0.026 -0.039
H 2.467332 2.001893 0.679678 1.043 0.142 -0.281
C -8.292774 -2.530931 1.655265 0.071 0.056 0.083
H -7.666691 -5.914038 -1.204183 0.231 -0.233 0.183
C 1.696101 1.216402 5.772452 -0.125 0.229 0.148
C -3.157923 2.714214 -1.273240 0.506 -1.117 -2.176
H 1.880383 -0.765318 4.974834 0.119 0.022 -0.136
C -2.982002 0.934333 -3.568713 -0.359 0.227 1.344
O 2.474085 -0.021876 -1.047475 1.379 -2.010 -0.284
H -6.115540 -6.689105 -1.586787 -0.118 -0.110 0.243
C -10.863898 -3.535214 0.552005 0.065 -0.408 -0.406
H -7.641137 -7.527033 -1.957760 0.054 0.037 -0.158
S -1.906512 -2.683972 -1.624950 -0.989 0.711 -0.227
H -7.255732 -2.323093 1.912176 -0.040 -0.097 -0.150
H -3.076548 1.561937 6.492131 -0.001 -0.204 0.164
C -4.736307 -1.507546 -3.304334 -1.782 -0.638 -2.731
H 0.852888 2.906220 -1.656873 -0.182 -0.868 -0.323
H -6.699999 -4.981105 -3.265295 -0.028 -0.014 0.086
H -1.450215 -1.203224 -3.627719 0.229 -0.455 0.902
C 3.507578 -0.994098 -1.098247 1.455 -0.556 -1.157
C 1.314907 3.493342 -5.851704 -1.130 0.971 1.311
H 5.726172 1.984723 9.871113 -0.048 -0.065 0.152
H 4.056279 1.130566 0.762022 -0.431 0.933 -0.545
H -4.069465 -0.381672 2.258110 0.082 0.173 0.120
H 9.402388 4.121584 3.274962 0.137 0.244 -0.060
H -3.220894 3.420666 -0.417968 -0.042 -0.954 -0.540
P 2.299946 0.939955 -2.522341 -0.693 0.907 -0.433
H -2.136188 2.526389 4.427055 0.089 -0.107 0.046
O 0.732000 1.825732 6.222380 -0.038 -0.063 0.007
H -7.612279 -8.456800 -4.127544 -0.129 -0.029 0.127
N -7.136925 -5.891704 -3.202400 -0.243 -0.313 -0.342
H 0.356146 0.050222 -4.009014 0.670 0.031 0.618
C 0.779924 1.794910 -1.752599 -0.403 -0.471 1.114
H -11.443162 -4.370950 0.950916 -0.178 0.183 0.097
N 6.475309 1.060095 -4.333934 0.246 -0.304 -0.726
H -3.946150 -3.597771 -3.157173 -0.510 0.642 -0.537
H 4.381886 -0.813667 -0.399997 -1.246 0.133 -0.156
C -5.635255 -0.673841 -4.140055 0.273 -1.134 -0.284
O -2.981592 1.877337 2.306565 -0.159 -0.098 0.013
H -3.006626 -0.958382 3.547619 -0.123 -0.041 0.087
H -0.151910 1.442450 -2.271865 0.668 0.765 0.412
C -3.415235 -1.775460 -1.268955 -0.046 0.183 1.424
C 3.406320 4.097976 -1.756589 -0.386 0.880 1.025
H 7.422798 1.205212 -4.701907 -0.462 -0.143 0.288
C -8.335550 -3.622227 0.617900 0.331 -0.162 -0.203
H 6.075458 0.213290 -2.013857 -0.641 -0.804 -0.426
H 8.088041 5.274239 3.597632 0.209 0.190 -0.079
O -7.548195 -5.627217 -5.382415 -0.173 -0.257 -0.178
H 2.494264 1.259458 -4.960749 -0.035 0.759 0.800
H 4.066973 0.103334 5.088857 -0.077 0.103 0.025
H -4.581691 -0.201035 3.943030 0.087 -0.130 0.085
C 4.218988 -0.980668 -2.532670 0.354 1.765 -1.685
F 0.828337 5.721687 -5.201955 2.259 -0.409 -0.621
H -9.178952 -7.682739 -3.738187 0.090 -0.144 0.071
N -4.167110 -0.895377 -2.143262 1.200 -0.974 -1.677
N -9.556779 -4.024576 0.164623 0.203 0.193 0.256
H 1.067073 -2.170406 -1.974160 -0.657 0.886 -0.322
C -7.645914 -6.326370 -4.383616 0.278 0.523 -0.010
N 8.070265 0.524118 9.698421 -0.367 0.069 -0.002
H 0.924445 3.710948 -3.744203 0.031 -1.034 -0.450
H 4.607547 0.301749 6.769907 0.248 -0.127 -0.252
H 3.370291 4.413002 -2.828336 0.075 -0.460 0.799
C 8.478285 4.549657 2.878811 -0.221 -0.360 0.435
H -6.591614 -2.937757 -6.669551 0.476 0.299 0.825
C -8.319701 -7.675585 -4.411431 -0.062 -0.087 -0.095
H -5.078437 -4.444658 -5.233381 -0.229 1.121 0.261
H -2.932623 0.237782 -4.445469 0.020 0.991 0.771
H 7.223274 -0.910042 -4.330729 -0.943 0.062 0.391
H -2.008140 2.621837 -4.595579 -0.530 -0.272 0.995
F 1.226703 2.701057 -6.990881 1.420 0.646 1.412
C -5.239011 -3.376649 -4.946420 -0.228 1.376 0.292
C 1.094546 2.840956 -4.430996 0.115 0.548 -2.281
C 5.648184 0.932844 9.590016 -0.066 0.019 -0.008
H 4.013133 -1.841062 -3.243455 0.084 0.126 1.324
H -8.740728 -1.617236 1.260550 -0.074 -0.014 0.132
H -3.024396 -0.040228 5.720285 -0.036 0.088 -0.125
H 2.942742 2.103123 7.039416 0.009 -0.016 -0.081
H 2.449507 4.432926 -1.250915 0.776 -0.308 -0.604
H 5.865712 1.378652 -5.094851 0.089 -0.084 0.625
H 8.249050 3.695940 0.058149 0.002 0.171 0.004
C -6.086580 -2.534947 -5.767785 0.891 0.792 1.869
H -11.367017 -3.148802 -0.336849 -0.177 0.118 0.168
C -3.589057 0.413776 -2.348348 0.901 3.669 1.154
H 4.877838 1.602579 5.592836 0.159 -0.221 -0.116
C -0.912195 -1.922375 -2.968488 1.328 -0.350 -0.478
C -2.538777 3.205734 -2.505582 -1.214 -2.322 0.547
H -2.151167 4.245547 -2.527085 -0.248 -0.972 -0.240
O 6.976072 0.047354 7.806050 -0.113 0.081 0.170
C -6.287174 -1.151170 -5.341676 1.264 -1.386 1.075
H 8.633959 0.166057 11.660880 -0.067 0.146 0.219
F 2.601260 5.280827 -6.735587 -2.140 0.780 0.557
C 1.561627 0.225567 4.645965 -0.080 0.007 -0.031
C 2.400878 2.020490 -4.128011 -0.750 -0.523 -0.882
H 3.194520 -2.069179 -0.972350 -0.312 1.024 0.346
N 7.508161 3.486652 2.723221 -0.010 0.102 -0.250
H -8.671177 -7.878873 -5.421358 0.079 0.141 0.043
H -5.797311 0.382792 -3.829189 0.159 -0.967 -0.263
C 1.136430 -0.362501 -3.314856 -0.040 -1.733 -0.369
C -2.549819 0.936643 5.767419 0.339 0.365 -0.009
H 7.243380 2.956269 3.539447 0.036 0.031 -0.055
C -2.481904 2.296996 -3.636725 -0.379 -0.419 0.994
H 6.395674 -1.564495 -2.238184 -0.792 0.663 -0.136
H 8.887843 0.196307 9.206182 -0.049 0.023 0.041
C 6.932797 0.466663 8.952473 0.212 -0.189 -0.414
C -3.065123 1.174336 3.303967 0.148 0.384 -0.234
H 5.419354 0.324486 10.466806 -0.015 0.156 0.067
H 0.059755 -0.817376 -1.353793 0.502 -0.091 -0.829
C 6.871955 3.080277 1.583151 -0.235 -0.352 -0.069
H -1.510821 0.823147 6.082731 -0.096 -0.077 0.222
C 0.405549 -1.313909 -2.293137 -0.950 0.012 -0.391
C -7.148223 -6.558411 -1.914955 0.065 0.376 -0.075
H 8.938431 1.813648 11.069740 -0.084 0.050 0.254
H 4.221550 4.700826 -1.252266 -0.722 -0.575 -0.596
C -3.722010 -0.182265 3.269609 -0.042 0.010 -0.013
C 4.190924 0.812800 5.901835 -0.050 0.348 0.425
H -6.939946 -0.465525 -5.938145 0.712 -0.694 0.718
C -4.570845 -2.892419 -3.743349 -0.951 1.145 -0.577
H -0.579819 -2.768555 -3.641086 -0.599 0.726 0.662
H -9.506103 -4.756512 -0.527543 -0.065 0.086 0.011
C 3.563344 2.072295 0.404953 -1.123 0.148 0.295
H 4.022965 2.907695 0.986498 -0.390 -0.564 -0.639
H 7.286307 1.313476 11.494388 0.022 -0.041 -0.102
H -10.800460 -2.750545 1.300503 0.091 -0.056 -0.054
O 3.675410 0.133099 -3.257571 -0.088 -0.662 1.076
H 5.486399 -0.731801 -4.856335 0.576 -0.149 0.858
H 0.695555 1.400735 -0.697232 0.063 0.459 -1.015
H 2.154569 0.546543 3.787539 0.046 -0.161 0.001
H 6.604470 3.362350 -0.511187 -0.058 -0.083 0.142
H 8.687545 5.051489 1.938290 -0.081 -0.092 0.013
C 7.188980 3.801419 0.298957 -0.043 -0.013 -0.132
P 3.802568 2.274288 -1.474387 1.255 0.677 0.689
C -3.659032 1.344518 -1.205222 0.456 0.907 -0.930
C 5.771296 -0.693785 -2.605373 0.687 -0.610 -0.217
C 6.245503 -0.408504 -4.098217 -0.040 0.491 -0.040
H -4.127321 1.055404 -0.229557 0.528 -0.020 -1.160
H 0.517916 0.168905 4.341272 0.061 0.107 0.076
H 1.792463 -1.028186 -3.954957 -0.749 0.672 0.465
C 8.227627 0.984671 11.063201 0.437 -0.189 -0.310